Entry 1:
Entry from the Open Molecules 2025 dataset: a molecular structure, C10H34BaF3NO8 at a distorted geometry (ωB97M-V/def2-TZVPD).

Output
LUMO energy in eV: -7.87
Total charge: +2
Highest occupied orbital energy in eV: -13.42
HOMO-LUMO gap in eV: 5.55

Positions of all 57 atoms, in Å:
N: 1.805 -2.261 -0.125
H: 2.675 -1.863 0.199
H: 1.505 -3.049 0.431
H: 2.036 -2.521 -1.073
H: 1.196 -1.459 -0.200
Ba: -0.372 -3.605 -3.213
C: -0.849 -0.186 -0.909
O: 0.115 -0.133 0.162
O: -0.317 -1.137 -1.755
C: -2.347 -0.346 -0.380
F: -3.195 -0.547 -1.385
F: -2.626 -1.444 0.387
F: -2.868 0.658 0.307
C: 0.111 1.059 0.924
C: 1.177 0.913 1.936
H: 0.830 0.426 2.847
H: 2.101 0.430 1.616
H: 1.413 1.928 2.256
H: -0.815 1.176 1.488
H: 0.232 2.003 0.392
H: -0.998 0.789 -1.375
C: 5.212 -0.580 1.340
O: 4.078 -1.392 0.979
H: 5.144 -0.147 2.338
H: 6.123 -1.177 1.390
H: 5.385 0.131 0.532
H: 3.944 -2.110 1.601
C: -0.933 3.090 4.703
O: -1.756 3.475 5.787
H: -0.562 2.069 4.796
H: -1.525 3.208 3.795
H: -0.048 3.718 4.604
H: -2.387 4.116 5.452
C: -0.601 -2.459 3.513
O: -1.677 -3.294 3.697
H: -0.727 -1.560 4.117
H: 0.362 -2.901 3.767
H: -0.628 -2.057 2.500
H: -1.619 -3.952 3.001
C: -3.842 2.868 -2.129
O: -2.905 3.914 -2.428
H: -4.023 2.417 -3.105
H: -3.283 2.343 -1.355
H: -4.744 3.275 -1.672
H: -2.342 3.479 -3.073
C: -2.562 -1.270 -5.047
O: -1.232 -1.675 -4.976
H: -3.126 -2.180 -5.256
H: -3.010 -0.722 -4.219
H: -2.697 -0.514 -5.820
H: -0.641 -0.952 -5.198
C: 2.950 0.203 -2.625
O: 2.107 -0.815 -3.183
H: 3.355 0.551 -3.576
H: 2.371 0.960 -2.096
H: 3.770 -0.030 -1.946
H: 1.259 -0.862 -2.736

Cartesian forces (eV/Å) of the 6 atoms listed first:
0.78 -0.71 -1.01
1.39 0.45 0.91
-0.32 0.14 0.30
0.00 -0.24 -0.39
-1.73 0.87 0.36
-0.50 2.24 0.11

Mulliken atomic charge list, values in e, 2 entries: 0.07 0.32

=====

Entry 2:
Entry from the Open Molecules 2025 dataset: 7 unconnected molecules or ions with the total composition C10H34N4O7 at a distorted geometry (ωB97M-V/def2-TZVPD).

Output
Energy relative to the best compared isomer or geometry (same formula, charge and spin) in kJ/mol: 258.9
LUMO energy in eV: 0.10
Highest occupied orbital energy in eV: -8.37
HOMO-LUMO gap in eV: 8.47
Structure (SMILES): NC(N)=O.NC(N)=O.CCO.CCO.CCO.CO.CO

Positions of all 55 atoms, in Å:
N: -23.708 -0.786 2.175
C: -24.882 -0.226 2.297
N: -25.826 -0.803 1.581
O: -24.967 0.824 3.112
H: -23.032 -0.551 2.789
H: -23.449 -1.465 1.483
H: -26.805 -0.541 1.606
H: -25.478 -1.517 0.873
N: -22.856 -2.140 -1.342
C: -23.761 -2.717 -0.562
N: -23.258 -3.086 0.534
O: -25.055 -2.494 -0.828
H: -23.173 -1.767 -2.262
H: -22.013 -2.641 -1.441
H: -23.865 -3.632 1.154
H: -22.270 -3.192 0.736
C: -25.344 -3.938 -4.008
C: -25.275 -5.207 -3.163
O: -24.077 -5.204 -2.459
H: -26.214 -3.885 -4.681
H: -24.385 -3.706 -4.380
H: -25.552 -3.091 -3.371
H: -25.381 -6.117 -3.787
H: -26.110 -5.182 -2.407
H: -23.970 -6.048 -2.062
C: -21.475 -3.764 3.416
C: -20.146 -3.534 2.863
O: -20.426 -3.092 1.528
H: -21.495 -3.875 4.468
H: -21.942 -4.639 3.122
H: -22.038 -2.871 3.300
H: -19.605 -4.496 2.895
H: -19.728 -2.790 3.459
H: -19.634 -2.927 1.026
C: -24.058 -8.339 2.933
C: -23.472 -7.353 3.908
O: -24.553 -6.797 4.531
H: -23.322 -8.586 2.140
H: -24.847 -7.825 2.336
H: -24.279 -9.291 3.458
H: -22.738 -6.730 3.512
H: -23.058 -7.916 4.677
H: -24.238 -6.574 5.391
C: -21.757 -6.179 0.665
O: -21.780 -7.537 0.494
H: -22.706 -5.997 1.256
H: -21.666 -5.624 -0.304
H: -20.916 -5.850 1.314
H: -21.320 -7.735 -0.278
C: -25.545 -5.023 1.484
O: -24.489 -4.961 2.366
H: -25.153 -5.048 0.375
H: -26.067 -4.096 1.615
H: -26.139 -5.864 1.668
H: -24.728 -5.438 3.132

Cartesian forces (eV/Å) of the 6 atoms listed first:
0.84 -1.89 -2.07
-0.76 5.49 4.13
-1.03 -1.63 -1.89
-0.62 -4.01 -2.96
2.34 1.33 2.15
-0.36 -0.04 0.05

Mulliken atomic charge list, values in e, 2 entries: -0.22 0.59

=====

Entry 3:
Entry from the Open Molecules 2025 dataset: 6 unconnected molecules or ions with the total composition C10H34N6O6 at a distorted geometry (ωB97M-V/def2-TZVPD).

Output
Energy relative to the best compared isomer or geometry (same formula, charge and spin) in kJ/mol: 0.0
LUMO energy in eV: 0.25
Highest occupied orbital energy in eV: -9.24
HOMO-LUMO gap in eV: 9.49
Structure (SMILES): COC[C@H](C)N.COC[C@H](C)N.NC(N)=O.NC(N)=O.O.O

Positions of all 56 atoms, in Å:
C: -1.282 3.376 0.046
O: -1.133 2.233 0.940
C: -2.214 2.208 1.892
C: -2.139 0.879 2.783
C: -3.349 0.734 3.617
N: -1.022 0.946 3.765
H: -1.515 4.329 0.522
H: -2.128 3.215 -0.622
H: -0.415 3.391 -0.615
H: -2.124 3.106 2.503
H: -3.166 2.200 1.362
H: -1.944 0.068 2.081
H: -4.206 0.632 2.951
H: -3.520 1.666 4.155
H: -3.336 -0.155 4.249
H: -1.276 1.777 4.280
H: -0.216 1.174 3.201
C: -0.874 0.738 -2.196
O: -1.591 -0.300 -2.801
C: -0.859 -1.222 -3.553
C: -1.776 -2.275 -4.246
C: -1.064 -3.186 -5.351
N: -2.951 -1.741 -4.842
H: -0.489 1.462 -2.914
H: -0.048 0.292 -1.641
H: -1.531 1.144 -1.427
H: -0.305 -0.720 -4.346
H: -0.129 -1.687 -2.890
H: -2.129 -2.922 -3.443
H: -1.715 -4.027 -5.591
H: -0.143 -3.558 -4.902
H: -0.859 -2.745 -6.326
H: -3.364 -1.071 -4.210
H: -2.655 -1.122 -5.584
N: 1.800 -2.771 -1.037
C: 1.542 -2.452 0.156
N: 2.277 -3.154 0.914
O: 0.717 -1.644 0.556
H: 1.087 -2.543 -1.715
H: 2.670 -3.198 -1.321
H: 2.010 -3.208 1.886
H: 2.958 -3.747 0.461
N: 3.686 1.184 2.875
C: 4.126 0.268 3.631
N: 3.355 -0.802 3.568
O: 5.196 0.282 4.221
H: 2.838 1.024 2.348
H: 4.098 2.106 2.868
H: 3.664 -1.650 4.023
H: 2.462 -0.772 3.097
O: 3.277 3.401 -0.399
H: 2.599 2.809 -0.073
H: 4.024 3.254 0.182
O: 1.354 1.117 1.064
H: 0.465 1.467 0.998
H: 1.264 0.189 0.847

Cartesian forces (eV/Å) of the 6 atoms listed first:
-0.26 -1.18 -0.32
-0.81 1.26 -0.19
0.42 -1.61 0.35
1.68 1.52 -0.36
-1.69 -0.16 -0.87
-0.48 -0.06 -1.30

Mulliken atomic charge list, values in e, 2 entries: -1.01 -0.34

=====

Entry 4:
Entry from the Open Molecules 2025 dataset: 7 unconnected molecules or ions with the total composition C10H34N6O7 at a distorted geometry (ωB97M-V/def2-TZVPD).

Output
Energy relative to the best compared isomer or geometry (same formula, charge and spin) in kJ/mol: 87.4
LUMO energy in eV: 0.23
Highest occupied orbital energy in eV: -8.43
HOMO-LUMO gap in eV: 8.65
Structure (SMILES): NC(N)=O.NC(N)=O.NC(N)=O.CCO.CCO.CCO.CO

Positions of all 57 atoms, in Å:
N: -0.521 3.153 -1.769
C: -0.871 2.685 -2.899
N: -0.082 2.926 -3.862
O: -2.131 2.087 -3.023
H: -1.120 3.019 -0.949
H: 0.371 3.658 -1.598
H: -0.240 2.486 -4.798
H: 0.878 3.426 -3.660
N: -1.175 1.804 4.462
C: -1.673 0.611 4.325
N: -1.097 -0.161 5.178
O: -2.409 0.090 3.284
H: -1.512 2.447 3.718
H: -0.600 2.112 5.231
H: -1.375 -1.187 5.225
H: -0.565 0.175 6.036
N: -0.341 1.875 1.303
C: -1.272 2.767 1.506
N: -1.044 3.605 2.486
O: -2.415 2.951 0.689
H: -0.551 1.221 0.507
H: 0.174 1.411 2.058
H: -1.576 4.432 2.464
H: -0.136 3.763 2.977
C: 2.782 -0.775 -1.545
C: 2.605 -0.187 -0.109
O: 2.279 1.174 -0.229
H: 3.528 -0.228 -2.084
H: 1.843 -0.658 -2.109
H: 3.091 -1.843 -1.465
H: 3.452 -0.357 0.490
H: 1.769 -0.763 0.347
H: 1.436 1.220 -0.741
C: 0.577 -2.715 -2.917
C: -0.448 -1.951 -3.682
O: -0.123 -0.577 -3.642
H: 0.378 -3.796 -2.793
H: 0.672 -2.323 -1.924
H: 1.571 -2.599 -3.316
H: -1.283 -2.096 -3.039
H: -0.677 -2.367 -4.606
H: 0.375 -0.475 -4.411
C: 0.272 -2.547 1.988
C: 0.726 -3.314 0.781
O: 1.587 -4.291 1.319
H: -0.502 -2.984 2.639
H: -0.143 -1.571 1.748
H: 1.148 -2.342 2.568
H: 1.331 -2.900 0.020
H: -0.126 -3.714 0.143
H: 1.274 -4.524 2.209
C: -1.604 -0.466 -0.525
O: -0.458 0.267 -0.830
H: -1.720 -0.558 0.564
H: -1.578 -1.449 -1.025
H: -2.399 0.187 -0.919
H: -0.349 0.165 -1.795

Cartesian forces (eV/Å) of the 6 atoms listed first:
1.88 1.90 5.21
-9.65 -3.73 0.18
5.40 1.01 -5.43
6.14 2.25 0.08
-0.22 0.08 -0.43
-1.14 -0.72 -0.36

Mulliken atomic charge list, values in e, 2 entries: -0.27 0.53

=====

Question: Which of these has the highest highest occupied orbital energy?
Answer: C10H34N4O7

=====

Question: The lowest HOMO-LUMO gap belongs to which entry?
Answer: C10H34BaF3NO8

=====

Question: The lowest LUMO energy belongs to which entry?
Answer: C10H34BaF3NO8